{"formula": "C26H35F10N3O7S2", "method": "ωB97M-V/def2-TZVPD", "homo_lumo_gap_ev": 8.3, "e_tot_ha": -3497.67951, "homo_energy_ha": -0.3179, "smiles": "CCN(CCc1cnc2cc(S)c(CCC(F)(F)C(F)(F)S(F)(F)(F)(F)F)c(CCF)c2n1)C(C)=O.COC(=O)OC.COC(=O)OC", "species": ["H", "F", "H", "C", "C", "C", "C", "F", "C", "O", "C", "H", "F", "S", "N", "H", "H", "H", "H", "H", "H", "H", "F", "H", "H", "H", "C", "H", "H", "C", "H", "H", "C", "C", "O", "H", "C", "H", "O", "F", "H", "C", "H", "H", "C", "C", "H", "H", "F", "F", "H", "H", "C", "O", "H", "C", "C", "H", "O", "H", "C", "C", "C", "H", "H", "C", "O", "C", "N", "S", "H", "F", "O", "H", "F", "H", "C", "C", "F", "C", "C", "N", "H"], "coordinates": [[-2.64218, -1.13556, -0.24042], [-2.12759, -0.76721, -2.74807], [-4.04377, -3.14931, 0.72156], [-1.48641, 3.24644, -1.69883], [-0.65029, 3.26897, -0.56391], [2.31550, 0.89312, -0.83182], [1.83115, 3.17449, 2.76950], [-6.97269, -3.56385, -2.47650], [-3.94734, 0.43733, -0.88487], [8.06625, -0.08127, -1.92784], [0.88146, 3.18489, 1.61519], [-2.52244, 2.38308, -4.18320], [-4.92539, -3.48798, -1.65327], [-5.65602, -2.80057, -2.88411], [-0.13828, 2.37293, 1.61105], [3.74913, 3.08880, 1.82605], [-5.48052, -4.17359, 0.85699], [6.10284, 1.59543, -1.26847], [2.14513, 4.20152, 2.94028], [-1.43839, 0.03022, 1.89614], [8.22430, -1.88220, -3.85486], [4.18369, -0.41268, 1.41011], [-2.41841, -2.79486, -2.03287], [1.98282, 4.73941, 0.60797], [-1.99152, 2.12328, 3.18631], [2.53044, 1.39144, -1.76716], [-0.92735, 2.39135, 0.49554], [1.27880, 1.00621, -0.53276], [-4.55117, 0.57172, 0.01025], [-3.05344, -1.62203, -2.20906], [3.64769, 2.15092, 3.29413], [-0.90270, -3.66447, 4.28692], [2.39323, -1.16450, 2.25883], [-2.76065, 1.45203, 2.82306], [-2.73546, -4.60134, 3.99142], [-2.17550, -3.24522, 5.46507], [-4.78368, -3.54842, 1.40579], [9.08015, -1.26490, -5.28293], [8.19634, 0.17268, -4.16808], [-4.49738, -0.63107, -3.81583], [1.36182, 2.75466, 3.64999], [6.81955, 2.25368, -1.74482], [2.86855, -2.13921, 2.17772], [9.79537, -1.05892, -3.67078], [-2.52392, 2.34379, -1.81106], [-3.25457, -3.73821, 3.12338], [1.66250, -1.10406, 1.45978], [-3.05290, 0.79238, 3.63770], [-6.12683, -1.59663, -1.97116], [-3.48880, -2.45287, -4.34655], [7.67636, 2.41825, -1.09283], [-3.13211, -0.03506, 1.43849], [3.43128, -0.05322, 2.11130], [4.33047, 1.80448, -0.07483], [-1.41613, -4.84959, 5.50524], [7.85528, 0.54738, -2.93235], [-2.03024, 1.48664, 0.41245], [1.91084, -1.11666, 3.23108], [-4.15091, -4.38087, 2.37729], [6.34058, 3.20583, -1.95283], [-2.80362, 1.42490, -0.74994], [1.13205, 4.07246, 0.53624], [3.26178, 1.35946, 0.22228], [3.93538, 0.11220, 3.05632], [-4.59235, 0.69302, -1.71440], [-3.50111, -1.03788, -0.89338], [-2.96115, -2.57371, 3.02262], [8.86413, -1.08723, -4.23338], [2.83312, 1.20092, 1.57981], [-3.51470, 2.39649, -3.28678], [2.47563, -0.17441, -0.99325], [-5.23754, -4.03218, -3.78161], [7.24702, 1.72454, -3.00898], [-4.28074, -1.63501, -0.44480], [-6.41809, -2.17625, -4.12399], [-5.32707, -2.73988, 1.89396], [3.12055, 2.39334, 2.37665], [-1.74755, -4.04188, 4.85980], [-3.84956, 2.22312, 2.43614], [-2.30427, 0.63092, 1.63473], [-4.09634, -1.80310, -3.34376], [0.39670, 4.14716, -0.53248], [-1.28885, 3.95593, -2.48632]]}